1.
Entry from OMol25: a cluster of 2 separate species, C5H13NO in total at a distorted geometry (ωB97M-V with the def2-TZVPD basis set).

Element x y z (Å)
C 0.26 2.61 -1.36
C 0.51 1.56 -2.45
H -0.13 3.57 -1.87
H -0.45 2.41 -0.63
H 1.13 2.76 -0.78
H -0.41 0.85 -2.43
H 1.41 0.84 -2.18
H 0.56 1.98 -3.37
C -0.29 -0.65 0.95
C -0.76 -0.52 2.46
C 0.61 -1.83 0.77
O 1.86 -1.82 0.97
N -0.12 -2.94 0.23
H -1.27 -0.55 0.44
H 0.12 0.17 0.38
H 0.11 -0.58 3.12
H 0.44 -3.76 -0.08
H -0.97 -2.93 0.40
H -1.19 -1.55 2.75
H -1.42 0.35 2.67

* relative energy (zero: lowest compared OMol25 entry of this formula, charge and spin): 52.0 kcal per mole
* strongest force on any atom: 11.8 eV Å⁻¹
* SMILES string: CCC(N)=O.CC
* net charge: 0
* LUMO energy: 0.82 eV



2.
Entry from OMol25: a structure of composition C36H50CsGeN7O5 (ωB97M-V with the def2-TZVPD basis set).

Element x y z (Å)
Cs 0.67 -0.62 -0.37
C -0.22 4.83 0.72
O 0.05 4.71 -0.69
C 0.35 3.40 -0.89
N 0.50 2.66 0.13
C 0.38 3.54 1.30
C -0.46 3.01 2.45
C -0.68 3.87 3.53
C -1.49 3.48 4.58
C -2.09 2.23 4.57
C -1.86 1.37 3.51
C -1.04 1.75 2.45
C 0.47 3.03 -2.32
C 0.08 3.95 -3.29
C 0.23 3.62 -4.62
C 0.76 2.38 -4.94
C 1.10 1.52 -3.90
N 0.97 1.84 -2.62
C 1.60 0.16 -4.22
N 1.65 -0.82 -3.43
C 2.13 -1.98 -4.20
C 2.41 -1.39 -5.60
O 1.98 -0.02 -5.51
C 1.12 -3.11 -4.22
C -0.24 -2.85 -4.28
C -1.15 -3.90 -4.37
C -0.70 -5.21 -4.41
C 0.66 -5.47 -4.34
C 1.57 -4.42 -4.24
H -1.30 4.87 0.86
H 0.24 5.75 1.08
H 1.40 3.72 1.67
H -0.22 4.85 3.54
H -1.66 4.16 5.41
H -2.74 1.93 5.39
H -2.33 0.40 3.48
H -0.91 1.06 1.63
H -0.33 4.91 -2.99
H -0.07 4.31 -5.40
H 0.89 2.07 -5.96
H 3.05 -2.34 -3.74
H 1.83 -1.88 -6.39
H 3.46 -1.40 -5.87
H -0.61 -1.83 -4.23
H -2.21 -3.68 -4.40
H -1.40 -6.02 -4.48
H 1.02 -6.49 -4.35
H 2.63 -4.63 -4.17
N 0.78 -2.30 3.47
C 1.23 -0.97 3.88
C 1.43 -0.84 5.39
C 2.14 0.42 5.91
C 1.67 1.75 5.31
N 2.25 2.01 3.99
C 3.55 2.19 3.78
N 4.34 2.67 4.76
N 4.03 1.96 2.56
C 2.51 -0.66 3.08
O 3.59 -1.07 3.52
O 2.34 0.04 2.02
H -0.03 -2.58 4.01
H 1.52 -2.97 3.68
H 0.46 -0.26 3.55
H 2.00 -1.70 5.73
H 0.44 -0.91 5.86
H 3.21 0.31 5.73
H 2.01 0.47 6.99
H 1.90 2.59 5.97
H 0.59 1.77 5.17
H 1.77 1.60 3.19
H 3.97 2.75 5.69
H 5.33 2.54 4.68
H 3.51 1.20 2.06
H 5.03 2.03 2.43
C -1.86 -5.14 -0.82
C -1.06 -3.97 -0.32
C -1.65 -3.15 0.81
O 0.01 -3.68 -0.81
H -2.02 -5.85 0.00
H -1.34 -5.62 -1.64
H -2.84 -4.79 -1.14
H -2.51 -3.64 1.26
H -1.95 -2.17 0.42
H -0.88 -2.97 1.56
C -5.11 0.66 -2.29
Ge -3.32 -0.10 -1.84
C -3.54 -2.05 -2.12
C -2.16 0.49 -3.33
C -2.50 0.27 -0.16
H -5.44 0.35 -3.28
H -5.07 1.75 -2.25
H -5.85 0.33 -1.56
H -4.10 -2.27 -3.03
H -4.08 -2.49 -1.28
H -2.56 -2.53 -2.18
H -2.56 0.18 -4.29
H -1.16 0.07 -3.21
H -2.06 1.58 -3.34
H -3.20 0.08 0.66
H -2.22 1.33 -0.13

* relative energy (zero: lowest compared OMol25 entry of this formula, charge and spin): 0.1 kcal per mole
* strongest force on any atom: 0.2 eV Å⁻¹
* net charge: 0
* LUMO energy: -0.02 eV



3.
Entry from OMol25: a cluster of 2 separate species, CH6NO4P2 in total at a distorted geometry (ωB97M-V with the def2-TZVPD basis set).

Element x y z (Å)
C -0.29 0.93 -0.56
N 0.66 1.88 -0.19
O 1.84 -1.14 0.24
O -0.23 -0.12 1.90
O -1.97 -1.05 0.26
O 0.02 -2.34 -1.06
P 1.13 -1.18 -1.24
P -1.19 0.11 0.77
H -0.76 1.08 -1.52
H 1.05 1.63 0.71
H 1.41 1.99 -0.87
H 1.17 -0.92 0.93
H -0.73 -2.02 -0.50
H -2.10 1.15 1.13

* relative energy (zero: lowest compared OMol25 entry of this formula, charge and spin): 10.8 kcal per mole
* strongest force on any atom: 3.3 eV Å⁻¹
* net charge: -1
* LUMO energy: 4.20 eV